Molecular formula: C24H48FNO12S5
Method: DFT, wB97M-V/def2-TZVPD

Geometry as XYZ:
```
91
Properties=species:S:1:pos:R:3:forces:R:3:mulliken_charge:R:1
S 2.2851 1.2651 3.3374 2.5 7.3 0.0 1.1404
S -5.6326 -0.6155 -3.7965 -0.2 -0.1 -0.2 1.0116
S -3.2195 -0.4180 -9.2143 0.5 -0.1 -0.5 1.1332
S -3.0522 -2.0108 2.3001 -0.1 -0.1 -0.3 1.1703
S 5.9639 2.9482 7.7558 0.1 -0.2 -0.4 1.1524
F 0.7626 -0.5351 0.7786 0.5 -0.9 2.7 -0.3723
O 2.8393 1.9064 2.0094 -2.5 -3.4 4.7 -0.6414
O -5.4744 -0.8154 -2.3698 -0.6 0.3 -0.4 -0.5760
O 6.6330 2.8901 6.4715 0.0 -0.2 0.6 -0.6531
O 2.0325 -3.1600 2.4546 -0.1 1.7 -0.4 -0.6141
O -3.1037 -3.4577 2.2983 0.3 0.4 0.3 -0.6859
O 3.4855 0.2007 3.9093 -2.8 0.2 -1.7 -0.1617
O -2.2543 -1.2644 3.2523 0.2 -0.4 0.1 -0.6269
O 6.4459 2.2251 8.9138 0.1 0.1 -0.4 -0.6796
O 2.1054 2.3679 4.4500 0.4 -4.7 -3.7 -0.6371
O -6.7641 0.0912 -4.3590 0.2 -0.1 0.5 -0.6929
O -4.0017 -0.5048 -7.9991 0.5 0.3 -0.8 -0.5752
O -1.8245 -0.8071 -9.2681 -0.6 0.1 0.5 -0.7473
N 4.2135 -2.0443 4.3614 -1.0 0.5 -2.2 -0.3225
C -4.1329 0.0923 -4.4608 0.6 0.3 -0.1 -0.6947
C 5.7191 4.6574 8.2144 0.1 0.7 0.2 -0.6347
C -3.3976 1.2267 -9.8886 0.0 0.7 -0.1 -0.6845
C 2.3610 -1.6957 2.4791 -1.1 0.0 -2.3 0.2993
C -3.4851 -0.9994 -5.3108 0.5 -0.2 0.0 -0.5628
C -5.4868 -2.1911 -4.6162 0.1 -0.6 -0.1 -0.7927
C -4.9982 -0.1889 -11.1150 -0.3 0.1 0.0 -0.5382
C 6.6224 -0.2139 3.1935 0.2 0.7 -1.0 -0.1280
C 4.2408 2.5577 7.5233 -0.5 -0.1 -0.1 -0.4149
C 4.2166 4.9155 8.1146 -0.3 0.3 -0.1 -0.6331
C -2.6479 -1.4583 0.6548 0.1 0.1 -0.4 -0.5246
C 0.6482 0.3810 3.1248 -0.8 -1.0 -0.8 -0.8580
C 5.8156 -1.3640 2.3450 1.0 -0.1 0.0 -0.4983
C -3.9956 -1.3259 -0.0386 0.1 0.0 -0.2 -0.3714
C 3.5051 3.5873 8.3679 -0.2 0.0 0.2 -0.7250
C 3.0552 -1.2060 3.8798 -0.8 -2.2 2.2 -0.0072
C 0.8923 -0.9466 2.1955 -0.4 0.2 0.6 0.2504
C 5.1135 -2.5325 3.2543 2.1 -0.1 -0.4 -0.7533
C -4.7246 -1.3825 2.3141 -0.6 0.2 0.2 -0.6794
C -4.9224 -0.6645 0.9802 -0.2 0.3 -0.2 -0.7756
C -4.1006 -1.2604 -10.5142 -0.3 -0.3 -0.3 -0.7355
C -4.1330 1.0662 -11.2180 0.0 0.1 -0.4 -0.6196
C 6.6597 1.1326 2.2019 -0.3 -0.8 -0.5 -0.9356
C -4.6031 -1.9070 -5.8216 -0.3 0.0 -0.1 -0.3620
H -1.9848 -2.1777 0.1714 0.0 0.0 0.2 0.5390
H -4.3822 -2.3179 -0.3009 0.1 0.2 0.0 0.2487
H 1.3365 -3.3391 1.7439 1.5 0.7 1.4 0.3560
H 6.7018 0.7333 1.0779 0.0 0.9 2.4 0.2717
H 6.2837 5.3003 7.5345 0.1 -0.3 0.1 0.3432
H -0.0675 1.1265 2.5471 1.8 -1.4 1.2 0.4124
H -3.3649 -1.6123 -11.2436 0.0 0.0 0.2 0.3442
H 7.7587 -0.5417 3.3460 -2.6 0.6 0.0 0.3556
H -3.9783 1.8228 -9.1793 0.1 -0.2 0.0 0.3600
H 2.4443 3.6382 8.1057 0.2 0.0 0.0 0.3438
H -3.9182 -0.7388 -0.9584 0.0 -0.3 0.4 0.1087
H 4.0099 2.6821 6.4611 0.1 -0.1 0.1 0.1723
H 3.9701 5.2751 7.1081 0.0 -0.1 0.1 0.2887
H 4.0456 1.5295 7.8326 0.2 0.1 -0.1 0.4281
H 3.5798 3.3245 9.4299 0.0 0.0 -0.1 0.3334
H -5.8501 0.0027 -10.4517 0.1 -0.1 -0.1 0.2830
H 0.0151 -1.7290 2.4000 2.0 1.9 -0.4 0.0207
H 5.6479 1.7436 2.2818 2.3 -1.2 0.0 0.1680
H 6.0806 4.7888 9.2379 0.0 -0.1 -0.2 0.3402
H -3.4821 0.4016 -3.6390 -0.3 0.0 0.0 0.3734
H 6.0098 -3.1127 3.7894 -2.0 1.2 -1.1 0.3740
H 3.0111 -1.4414 1.5114 -1.2 -0.4 2.3 0.0635
H -4.6560 -2.1050 -10.1028 0.2 0.1 0.1 0.3829
H -4.6519 0.3930 1.0868 0.0 -0.1 0.0 0.3558
H -2.7929 -1.5853 -4.6939 -0.1 0.0 0.0 0.3399
H 6.6273 -1.9064 1.6617 -1.8 1.1 1.3 0.3746
H -4.4071 0.9608 -5.0660 -0.1 -0.1 0.1 0.3514
H -6.4759 -2.5645 -4.8870 0.0 0.2 0.2 0.4091
H -2.1519 -0.4868 0.7406 0.0 -0.1 0.0 0.3359
H -5.4050 -2.2324 2.4160 0.2 0.0 0.0 0.3429
H -2.4089 1.6715 -10.0270 -0.1 -0.2 0.2 0.3600
H -4.8497 -0.7017 3.1599 0.1 -0.3 0.0 0.3552
H -4.9986 -2.8842 -3.9246 -0.1 0.1 0.0 0.3765
H -5.3902 -0.4932 -12.0899 0.0 0.0 0.2 0.3525
H -3.4056 0.9421 -12.0294 -0.1 0.0 0.1 0.2954
H 4.6357 -3.3063 2.5176 0.4 1.5 1.7 0.2437
H 7.6186 1.7842 2.3632 -2.0 -1.1 -0.1 0.3314
H -2.9064 -0.5680 -6.1336 -0.2 -0.2 0.4 0.2287
H 0.1548 0.1309 4.1679 1.4 0.5 -2.1 0.3630
H 3.9003 5.6859 8.8248 0.1 -0.1 -0.1 0.3331
H 2.2079 -1.3031 4.7163 1.7 0.2 -1.7 0.2840
H -4.7321 1.9530 -11.4474 0.1 -0.1 0.0 0.3193
H -5.9687 -0.7049 0.6615 0.2 0.0 0.0 0.3094
H 6.0907 0.0546 4.2197 1.3 -0.6 -2.2 0.0059
H 5.0942 -0.8063 1.6086 1.1 -1.2 1.5 0.1925
H -5.1791 -1.3847 -6.5949 0.1 -0.3 0.4 0.2129
H -4.2097 -2.8297 -6.2580 -0.1 0.1 0.0 0.4054
H 4.7325 -1.6137 5.1591 -0.8 -0.3 -1.2 0.3675
```
Positions in Å, forces in eV/Å.

Molar mass   722.0 g mol⁻¹
E   -108612.81415 eV
Highest occupied orbital energy   -9.291 eV
Gap between HOMO and LUMO   0.3539 Eh
Net charge   0

***

Molecular formula: C24H48Li3O10P
Method: DFT, wB97M-V/def2-TZVPD

Geometry as XYZ:
```
86
Properties=species:S:1:pos:R:3:forces:R:3:mulliken_charge:R:1
P 0.6036 0.5792 -0.4077 -0.6 0.8 -1.1 1.3347
O 2.0026 1.1659 -0.1343 1.8 -0.7 1.2 -1.0480
O 3.2412 -1.1642 -2.5473 -1.2 1.3 0.9 -0.4812
O -2.6720 -5.5038 -1.4137 0.5 -0.7 -0.6 -0.4829
O 2.1337 4.5273 0.6467 0.9 -0.5 2.4 -0.3408
O -0.3702 1.5127 0.4212 0.0 -0.7 -0.4 -1.1387
O 1.9619 1.8052 2.6751 -0.5 -0.1 -0.7 0.0382
O -3.2106 0.4232 -0.5905 -0.5 3.6 0.1 -0.0535
O -2.4753 -1.0160 1.5886 0.1 0.5 -0.3 -0.2266
O 0.2100 -0.8927 -0.1278 0.3 0.9 0.5 -0.7923
O 0.5793 0.8275 -1.9200 -1.0 -0.4 -1.3 -1.0370
C 1.1353 5.1182 -1.2963 -1.5 1.2 -1.3 -0.3162
C -3.2516 -1.1692 3.7697 0.5 1.3 1.3 -0.6238
C 3.3361 2.2775 2.8499 -0.9 -0.6 0.9 -0.3080
C -1.5702 -3.4328 -1.8278 -0.4 0.1 2.1 0.8423
C -0.6816 -4.4983 -2.3757 -0.1 -0.2 -0.6 -0.4270
C 2.3950 1.4054 4.8350 1.9 0.3 2.5 -0.6852
C -1.6604 -5.7351 -2.3988 1.1 0.9 -0.5 -0.6358
C 2.6786 -3.4012 -2.6730 1.4 -0.8 0.2 -0.4069
C 4.2160 -3.2678 -2.5423 0.4 0.8 -0.9 -0.8096
C -2.4360 -4.2487 -0.8391 -0.7 1.2 -0.3 -0.3924
C -3.7103 -1.0522 2.3955 -0.1 -1.6 -1.6 -0.5899
C -3.7149 0.9553 -2.9346 0.4 1.6 0.2 -0.7271
C 1.0969 5.4388 0.9373 -0.7 -0.1 1.2 -0.1736
C 3.7338 1.6028 4.1498 0.6 0.4 -0.2 -0.6884
C 2.2187 -2.1185 -2.0769 0.3 0.2 -0.2 0.1543
C 0.8713 6.2474 -0.2753 -0.7 0.6 -1.5 -0.7312
C -3.4881 1.8824 -0.7465 -1.1 1.2 -0.4 -0.3083
C 1.5319 0.9613 3.7691 -0.5 0.3 -0.5 -0.3109
C -3.2161 -0.0651 -1.8855 -1.6 -1.6 -2.4 0.0953
C 4.4125 -1.7879 -3.0145 -0.5 -1.5 0.1 -0.6091
C 2.3078 4.4320 -0.7060 -0.1 -0.8 -2.5 -0.1941
C -4.2848 2.1473 -2.0953 1.4 -0.8 0.4 -0.6879
C -1.3434 -1.5451 2.3089 -1.5 -1.4 2.1 0.5216
C -2.0323 -2.0553 3.5725 0.4 1.0 1.9 -0.7167
Li 1.1641 2.4823 0.8939 0.3 -0.2 0.6 0.5229
Li 2.4050 0.5576 -1.9601 0.0 0.2 0.1 0.8547
Li -1.4655 -0.1109 0.2237 -0.7 0.2 0.4 0.7518
H -4.0316 2.3542 0.0722 -0.2 -1.0 0.5 0.4601
H 2.5426 0.6446 5.6014 -0.3 0.1 0.3 0.3596
H -2.1342 -5.7506 -3.3803 -0.1 -0.2 -0.1 0.2920
H -2.2664 -0.5158 -2.1738 0.1 0.1 0.1 -0.1408
H -1.4159 -1.8719 4.4526 0.4 -0.7 0.0 0.3554
H -0.9001 -2.4598 1.9153 0.1 0.6 -1.1 0.0192
H 0.5059 1.1393 4.0914 -0.3 0.2 -0.9 0.1642
H -4.0164 -0.8010 -1.9619 0.3 -0.8 0.5 0.2740
H 1.3231 5.9823 1.8547 0.0 -0.1 0.0 0.3345
H -0.1437 6.6399 -0.3377 -0.2 -0.3 0.1 0.3572
H 3.2107 4.9242 -1.0672 0.4 -0.3 0.2 0.3653
H 0.2135 4.8089 1.0420 -0.5 0.3 0.6 0.1426
H -4.4022 -0.2416 2.1669 0.4 0.0 -0.3 0.2632
H 1.6650 -0.1175 3.6885 0.0 -0.1 -1.2 0.2915
H 2.3955 -3.4498 -3.7245 0.0 -0.3 0.0 0.3124
H -3.3781 -3.7259 -0.6742 -0.3 -0.2 0.0 0.2490
H 5.3010 -1.2669 -2.6579 -0.1 -0.1 0.2 0.3345
H -5.3665 2.2812 -2.0898 -0.2 -1.0 0.7 0.2762
H 2.4048 -4.3063 -2.1309 -0.5 0.2 -0.2 0.2623
H -1.0558 -2.7081 -1.1967 0.3 0.4 -0.4 -0.4113
H -2.1380 -2.9171 -2.6023 -0.2 -0.2 0.1 0.0355
H 4.7702 -3.9778 -3.1562 -0.1 0.0 -0.1 0.3946
H 2.2038 3.3862 -0.9950 0.9 -0.2 -0.1 0.1043
H -4.1443 -2.0325 2.1984 -0.6 0.1 -0.8 0.2796
H 4.1804 0.6255 3.9667 0.1 0.0 0.0 0.3089
H 4.5655 -3.4045 -1.5189 -0.2 0.1 0.1 0.3128
H -2.6069 2.5232 -0.7779 0.7 -0.9 -0.2 -0.0198
H -0.3249 -4.1590 -3.3482 -0.1 -0.6 -0.4 0.4088
H -3.9332 -1.5044 4.5515 -0.3 -0.4 -0.5 0.3692
H -3.0569 -0.1366 4.0595 0.9 0.0 0.5 0.2554
H -2.3590 -3.0943 3.5288 0.2 0.0 -0.1 0.2909
H 4.3699 -1.7361 -4.1024 0.4 -0.1 -0.2 0.2838
H 1.4619 7.1557 -0.3941 0.7 -0.3 0.0 0.2741
H -0.5693 -0.8249 2.5741 -0.2 0.3 -0.6 -0.2323
H 0.2648 4.4655 -1.3619 -0.1 -0.3 0.7 -0.0425
H 1.1960 5.3733 -2.3543 0.7 0.5 0.1 0.4367
H -1.0990 -6.6582 -2.2545 -0.3 -0.2 0.3 0.3296
H 0.2334 -4.5785 -1.7889 -0.3 -0.6 0.4 0.0375
H 3.9623 2.0266 1.9937 -0.3 -0.1 -0.1 0.1886
H -1.9970 -4.3869 0.1490 0.5 0.2 0.1 0.2240
H 1.2510 -1.7785 -2.4457 0.1 0.2 0.2 0.1442
H 2.0180 2.3174 5.2978 0.2 0.1 0.0 0.2849
H 2.2191 -2.1578 -0.9876 -0.1 0.3 0.0 0.0251
H -4.4550 0.6187 -3.6606 0.1 -0.5 0.3 0.3906
H -4.0204 3.1212 -2.5072 0.7 -0.1 0.0 0.3388
H -2.8579 1.3065 -3.5092 0.0 0.1 0.0 0.2505
H 3.3172 3.3540 3.0197 -0.1 0.1 -0.4 0.2191
H 4.4451 2.2296 4.6876 0.0 -0.2 0.2 0.3730
```
Positions in Å, forces in eV/Å.

Molar mass   548.4 g mol⁻¹
Energy above the lowest of the compared OMol25 structures with the same formula, charge and spin   0.00 kcal per mole
E   -56050.37882 eV
Highest occupied orbital energy   -7.300 eV
Gap between HOMO and LUMO   0.2832 Eh
Net charge   0